Record 1
Computed, not measured: 2 unconnected molecules or ions with the total composition C22H47Br2ClNO5P2S at a distorted geometry, with ωB97M-V/def2-TZVPD.

Summary:
Charge = -1
Spin multiplicity = 1
Electronic energy = -7986.1323 a.u.
HOMO = -4.31 eV

CARTESIAN COORDINATES (ANGSTROEM)
C -6.107 0.746 1.597
C -5.678 1.280 0.081
O -4.359 0.762 -0.315
C -4.208 0.747 -1.788
C -3.655 -0.768 -2.206
C -2.001 -0.734 -2.442
C -1.226 -1.898 -1.508
C 0.211 -1.237 -1.144
P 1.207 -1.990 0.361
C 2.805 -2.024 -0.746
C 3.198 -0.724 -1.621
C 4.639 -0.007 -1.150
S 5.307 1.138 -2.476
C 1.813 -0.400 1.079
C 1.588 1.095 0.646
O 0.565 1.836 0.220
N 2.763 2.095 0.871
C 2.948 2.968 -0.348
C 2.309 3.053 1.993
O 0.490 -3.373 -0.366
C 0.963 -4.638 -0.372
C -0.004 -5.487 -1.470
C -0.357 -1.959 1.517
Br -1.458 -0.310 1.496
C -0.181 -2.353 3.082
C -1.383 -1.685 4.061
Br -0.565 -4.329 3.474
P 2.316 -3.287 1.787
O 3.606 -4.250 1.108
Cl 3.489 -2.106 3.175
H -5.181 0.350 2.203
H -6.545 1.668 2.185
H -6.919 -0.101 1.542
H -5.675 2.472 0.105
H -6.553 0.937 -0.634
H -3.479 1.598 -2.127
H -5.215 0.890 -2.365
H -3.962 -1.463 -1.298
H -4.247 -1.091 -3.168
H -1.777 -0.895 -3.604
H -1.664 0.355 -2.103
H -1.985 -2.142 -0.685
H -1.199 -2.837 -2.245
H 0.317 -0.127 -1.326
H 0.809 -1.719 -2.075
H 2.849 -2.955 -1.467
H 3.802 -2.110 -0.088
H 2.455 0.139 -1.764
H 3.459 -1.107 -2.724
H 5.400 -0.924 -1.068
H 4.585 0.453 -0.076
H 6.345 0.483 -3.191
H 1.529 -0.385 2.245
H 3.009 -0.497 1.099
H 2.886 2.268 -1.297
H 2.138 3.800 -0.484
H 4.040 3.419 -0.275
H 1.533 3.852 1.614
H 1.816 2.476 2.902
H 3.244 3.676 2.388
H 0.863 -5.372 0.568
H 2.043 -4.865 -0.833
H -1.003 -5.852 -0.962
H -0.161 -4.895 -2.466
H 0.608 -6.481 -1.720
H -1.093 -2.827 1.139
H 0.748 -1.940 3.648
H -1.262 -2.295 5.083
H -1.165 -0.580 4.356
H -2.457 -1.926 3.688
H 3.585 -5.102 1.635
C -0.307 7.222 -0.453
C -0.135 5.800 -0.913
O 0.710 5.499 -1.755
C -1.037 4.760 -0.305
H 0.410 7.863 -0.977
H -1.318 7.568 -0.684
H -0.118 7.291 0.621
H -2.081 4.995 -0.529
H -0.880 4.718 0.776
H -0.800 3.779 -0.731


Record 2
Computed, not measured: a molecular structure, C22H47IN6PYb, with ωB97M-V/def2-TZVPD.

Summary:
Charge = +2
Spin multiplicity = 2
Electronic energy = -2992.3066 a.u.
<S²> = 0.7509
HOMO (alpha / beta) = -13.88 / -13.91 eV

CARTESIAN COORDINATES (ANGSTROEM)
Yb 1.079 0.799 -0.210
C -2.721 4.627 -0.442
N -2.130 4.058 0.766
C -2.462 4.675 2.062
C -1.772 3.756 3.066
N -0.806 3.065 2.216
C 0.120 2.091 2.727
C -1.109 3.182 0.907
N -0.454 2.471 0.008
C -0.494 2.749 -1.436
C -1.092 1.582 -2.202
N -0.164 0.425 -2.138
C -0.317 -0.601 -2.968
N 0.685 -1.484 -3.228
C 2.099 -1.188 -3.104
C 0.267 -2.497 -4.201
C -1.143 -2.050 -4.592
N -1.417 -0.962 -3.642
C -2.774 -0.432 -3.557
H -3.577 5.217 -0.126
H -3.094 3.859 -1.114
H -2.043 5.293 -0.973
H -3.541 4.694 2.193
H -2.089 5.699 2.108
H -2.467 3.052 3.527
H -1.262 4.306 3.854
H 0.361 2.331 3.761
H 1.068 2.143 2.186
H -0.278 1.076 2.696
H 0.534 2.937 -1.778
H -1.017 3.655 -1.697
H -1.272 1.895 -3.232
H -2.053 1.363 -1.737
H 2.252 -0.256 -2.572
H 2.554 -1.075 -4.090
H 2.623 -1.986 -2.580
H 0.283 -3.494 -3.763
H 0.947 -2.493 -5.052
H -1.881 -2.838 -4.462
H -1.208 -1.689 -5.618
H -3.444 -1.220 -3.894
H -2.923 0.439 -4.195
H -3.043 -0.195 -2.533
C -1.519 -1.652 3.079
C -0.014 -1.929 3.077
C 0.673 -1.291 4.290
P 0.768 -1.467 1.483
C 0.170 -2.671 0.222
C -1.263 -2.406 -0.264
C 0.336 -4.130 0.646
C 2.573 -1.790 1.701
C 3.254 -2.270 0.419
C 3.252 -0.494 2.169
H -1.918 -1.851 4.076
H -2.064 -2.282 2.377
H -1.742 -0.608 2.839
H 0.156 -3.007 3.118
H 0.624 -0.199 4.266
H 1.717 -1.586 4.395
H 0.153 -1.619 5.192
H 0.833 -2.485 -0.630
H -2.003 -2.835 0.412
H -1.404 -2.877 -1.240
H -1.503 -1.346 -0.375
H -0.389 -4.394 1.420
H 1.333 -4.354 1.030
H 0.152 -4.789 -0.205
H 2.678 -2.555 2.474
H 3.160 -1.539 -0.392
H 2.882 -3.226 0.052
H 4.327 -2.376 0.594
H 3.256 0.269 1.376
H 4.306 -0.670 2.393
H 2.792 -0.045 3.048
I 3.095 3.205 0.157
C 3.159 1.426 -1.125
H 4.135 1.007 -0.890
H 3.210 1.857 -2.123


Record 3
Computed, not measured: a molecular structure, C22H48F3IrN10O3S at a distorted geometry, with ωB97M-V/def2-TZVPD.

Summary:
Charge = +3
Spin multiplicity = 2
Electronic energy = -2441.4149 a.u.
<S²> = 0.7658
HOMO (alpha / beta) = -16.15 / -15.83 eV

CARTESIAN COORDINATES (ANGSTROEM)
Ir -0.397 0.018 0.420
C 2.404 -4.165 3.130
N 2.417 -3.417 1.875
C 3.429 -3.846 0.909
C 1.705 -2.270 1.738
N 1.211 -1.775 0.661
C 1.290 -2.501 -0.602
C 0.369 -1.899 -1.649
N 0.408 -0.430 -1.655
C 1.743 0.170 -1.837
C 2.308 0.698 -0.531
N 1.284 1.408 0.213
C 1.555 2.565 0.814
N 2.618 3.323 0.434
C 3.507 3.940 1.410
C 2.916 3.621 -0.959
N 0.801 3.059 1.817
C -0.046 2.270 2.693
C 0.696 4.497 2.055
C -0.575 0.131 -2.593
C -0.947 1.519 -2.122
N -1.629 1.357 -0.852
C -2.681 2.139 -0.571
N -2.735 3.412 -0.993
C -1.547 4.217 -1.233
C -3.992 4.046 -1.383
N -3.744 1.687 0.134
C -4.326 0.384 -0.156
C -4.420 2.515 1.119
N 1.732 -1.453 2.916
C 3.011 -0.804 3.150
C 0.962 -1.696 4.116
H 2.699 -5.189 2.913
H 3.128 -3.766 3.852
H 1.408 -4.181 3.563
H 4.269 -4.271 1.457
H 3.042 -4.621 0.244
H 3.806 -3.015 0.319
H 2.315 -2.479 -0.976
H 1.002 -3.545 -0.458
H 0.642 -2.299 -2.631
H -0.653 -2.201 -1.437
H 2.441 -0.559 -2.253
H 1.662 0.987 -2.551
H 2.629 -0.146 0.081
H 3.187 1.301 -0.742
H 3.289 3.582 2.413
H 4.538 3.674 1.165
H 3.442 5.030 1.394
H 2.158 3.200 -1.617
H 2.928 4.705 -1.098
H 3.904 3.254 -1.251
H 0.234 1.220 2.669
H 0.076 2.632 3.716
H -1.104 2.367 2.432
H 1.039 5.060 1.192
H -0.351 4.742 2.232
H 1.265 4.810 2.932
H -0.180 0.161 -3.613
H -1.468 -0.494 -2.585
H -0.044 2.127 -2.018
H -1.606 1.981 -2.859
H -0.697 3.798 -0.697
H -1.314 4.295 -2.297
H -1.735 5.225 -0.861
H -4.800 3.321 -1.409
H -4.261 4.857 -0.704
H -3.882 4.468 -2.383
H -4.808 0.387 -1.138
H -3.584 -0.395 -0.166
H -5.083 0.158 0.588
H -3.878 3.444 1.279
H -5.448 2.747 0.832
H -4.469 1.968 2.064
H 3.544 -0.645 2.215
H 2.834 0.159 3.633
H 3.644 -1.394 3.825
H 0.053 -2.234 3.902
H 1.552 -2.246 4.860
H 0.716 -0.731 4.568
F -3.424 -3.026 3.443
C -3.452 -2.367 2.311
F -3.994 -1.163 2.499
F -4.144 -3.017 1.398
S -1.735 -2.072 1.665
O -1.303 -0.816 2.333
O -0.918 -3.209 1.957
O -1.913 -1.754 0.238